(1)
{"formula": "C4H14O2S", "method": "wB97M-V/def2-TZVPD", "lumo_energy_ev": 0.5, "multiplicity": 1, "charge": 0, "species": ["C", "C", "C", "C", "S", "H", "H", "H", "H", "H", "H", "H", "H", "H", "H", "O", "H", "H", "O", "H", "H"], "xyz": [[-1.1750, 2.5100, 1.0921], [-0.5180, 1.3728, 0.2915], [-1.4766, 0.1900, 0.1014], [-0.7469, -1.1488, 0.0950], [-1.4570, -2.4184, -1.0344], [-1.4258, 3.3688, 0.4705], [-2.0324, 2.1747, 1.6616], [-0.5187, 2.8943, 1.8564], [0.3970, 1.0077, 0.7680], [-0.2463, 1.7617, -0.6926], [-1.9700, 0.3114, -0.8639], [-2.2148, 0.2661, 0.8972], [-0.7766, -1.6913, 1.0407], [0.2957, -1.0519, -0.1873], [-0.9612, -1.9422, -2.1775], [3.0089, 1.8582, -0.7874], [2.1772, 1.3732, -0.7056], [2.9346, 2.1111, -1.7211], [2.7067, -0.5103, 1.2257], [2.7096, -0.0542, 2.0722], [2.8601, 0.0600, 0.4741]], "nbo_charge": [-0.612, -0.405, -0.418, -0.496, -0.059, 0.211, 0.204, 0.211, 0.198, 0.193, 0.210, 0.205, 0.226, 0.219, 0.109, -0.933, 0.461, 0.475, -0.960, 0.480, 0.481]}

(2)
{"formula": "C4H14O2S", "method": "wB97M-V/def2-TZVPD", "lumo_energy_ev": 0.6, "multiplicity": 1, "charge": 0, "species": ["C", "C", "C", "S", "C", "H", "H", "H", "H", "H", "H", "H", "H", "H", "H", "O", "H", "H", "O", "H", "H"], "xyz": [[0.9375, -3.1008, -0.2214], [1.1841, -1.7868, -1.0080], [0.0348, -0.7187, -0.8804], [0.5725, 1.0234, -0.2426], [-0.4902, 2.3192, -0.9962], [-0.1121, -3.4978, -0.6074], [0.5710, -3.0325, 0.8374], [1.6897, -3.7538, -0.0616], [2.1181, -1.1557, -0.6920], [1.2412, -2.1230, -2.0488], [-0.1462, -0.4091, -1.9503], [-0.8990, -1.1616, -0.4465], [-0.5254, 3.0221, -0.1339], [-1.4627, 1.8147, -1.0550], [-0.4018, 2.7213, -2.0300], [-3.5046, 3.4358, -2.0757], [-4.4582, 3.6216, -2.5142], [-3.6852, 3.2027, -1.1535], [2.6779, -0.1944, 6.1197], [2.8802, 0.1695, 5.2432], [1.7783, -0.3961, 5.9172]], "nbo_charge": [-0.614, -0.422, -0.495, 0.118, -0.749, 0.199, 0.204, 0.217, 0.219, 0.210, 0.214, 0.211, 0.237, 0.218, 0.232, -0.948, 0.478, 0.472, -0.920, 0.461, 0.459]}

Winner for stability: (1)

(1)
{"formula": "C5H8NO", "method": "wB97M-V/def2-TZVPD", "lumo_energy_ev": 4.2, "multiplicity": 1, "charge": -1, "species": ["C", "C", "C", "C", "C", "N", "O", "H", "H", "H", "H", "H", "H", "H", "H"], "xyz": [[-0.9880, 1.6542, 0.2869], [-0.1698, 0.6331, -0.4225], [-0.8567, -0.7638, -0.5200], [-0.0905, -1.7292, -0.1185], [1.2069, -1.2047, 0.4306], [1.0181, 0.3937, 0.5239], [2.0808, 0.9989, -0.2659], [-0.6704, 1.4600, 1.2970], [-2.0199, 1.3471, 0.1087], [-0.7267, 2.5714, -0.1515], [0.1648, 1.1253, -1.3274], [-1.8452, -0.8181, -0.9936], [-0.4307, -2.8180, 0.0067], [1.2399, -1.5478, 1.4372], [2.0873, -1.3021, -0.2916]], "nbo_charge": [-0.633, -0.118, -0.219, -0.217, -0.330, -0.177, -0.878, 0.233, 0.169, 0.203, 0.210, 0.177, 0.179, 0.178, 0.222]}

(2)
{"formula": "C5H8NO", "method": "wB97M-V/def2-TZVPD", "lumo_energy_ev": [4.4, 4.4], "multiplicity": 1, "charge": -1, "species": ["C", "C", "C", "C", "C", "N", "O", "H", "H", "H", "H", "H", "H", "H", "H"], "xyz": [[-1.7589, -0.0958, 0.0915], [-0.7480, 0.8384, -0.1345], [-1.7087, -1.5195, -0.0092], [0.6042, 0.2317, -0.3300], [1.7260, 1.1765, 0.2264], [0.7211, -1.0053, 0.3963], [1.5967, -1.8514, -0.0095], [-2.7129, 0.1461, 0.6014], [-0.8279, 1.8619, -0.0526], [-2.4069, -2.0677, 0.4655], [-1.1165, -1.9754, -0.7581], [0.7452, 0.0553, -1.5548], [2.4671, 0.6477, 0.7562], [1.2028, 1.7953, 0.9459], [2.2167, 1.7623, -0.6346]], "nbo_charge": [-0.197, -0.383, -0.562, -0.140, -0.611, 0.013, -0.498, 0.164, 0.180, 0.161, 0.183, 0.097, 0.211, 0.197, 0.187]}

Winner for stability: (1)